[1]
Formula: C27H55Al2BeClN6O13P
Source: the OMol25 dataset
Level of theory: ωB97M-V with the def2-TZVPD basis set

The highest occupied orbital energy is -13.90 eV. As for the total energy: -3667.88908 Eh. The multiplicity is 1. The value obtained for the LUMO energy is -12.630 eV. The charge is +3.

The geometry in XYZ format:
```
106
Properties=species:S:1:pos:R:3:forces:R:3
C 2.870 2.675 7.433 -0.28 0.33 -0.03
C 3.492 2.130 6.097 0.95 0.07 -1.06
N 2.792 1.015 5.576 -1.01 -0.43 1.94
Al 2.853 -0.556 6.633 -0.13 -0.95 0.36
H 2.100 2.036 7.836 -0.16 -0.29 -0.03
H 3.662 2.755 8.165 0.32 -0.13 0.05
H 2.451 3.653 7.265 -0.24 0.35 -0.12
H 4.516 1.822 6.265 0.22 -0.10 0.26
H 3.512 2.921 5.349 -0.18 0.38 0.06
H 1.850 1.262 5.272 0.09 0.02 -0.70
H 1.441 -1.298 6.721 -0.26 0.16 -0.68
H 3.409 -0.268 8.113 0.55 0.52 -0.25
H 3.944 -1.546 5.940 0.12 -0.04 -0.17
O -0.149 5.572 6.430 0.09 0.12 0.30
H -1.001 5.133 6.500 -0.02 -0.01 0.02
H -0.141 5.922 5.532 0.09 -0.09 0.12
C 3.087 3.666 1.893 0.08 0.06 0.22
C 2.364 2.602 1.085 0.30 0.66 0.03
C 1.735 3.106 -0.216 -0.55 -0.57 0.23
O 0.559 3.832 0.036 0.19 0.26 -0.48
C 0.727 5.252 0.139 -0.26 0.18 0.39
N 1.238 2.080 1.939 -1.35 1.79 -0.78
H 2.402 4.367 2.372 -0.09 0.05 -0.11
H 3.677 3.198 2.685 0.02 -0.07 -0.05
H 3.773 4.237 1.267 -0.03 -0.05 -0.01
H 3.035 1.778 0.880 -0.04 -0.17 0.02
H 1.414 2.237 -0.807 0.14 -0.03 -0.03
H 2.453 3.654 -0.824 0.15 0.04 0.10
H 1.588 5.616 -0.425 0.04 -0.17 -0.06
H 0.828 5.530 1.187 0.08 0.12 -0.02
H -0.172 5.726 -0.247 -0.03 -0.08 -0.04
H 1.509 1.901 2.895 0.38 -0.32 0.04
H 0.828 1.234 1.566 0.42 -0.43 0.14
H 0.485 2.800 1.920 0.20 0.13 -0.06
C -2.295 -3.828 5.207 0.17 -0.04 -0.07
C -1.335 -3.180 6.176 -0.27 -0.03 0.26
O -0.166 -3.086 5.909 0.50 0.06 -0.27
C -1.901 -2.663 7.472 0.21 0.04 -0.02
H -1.746 -4.149 4.322 0.08 -0.02 0.05
H -2.763 -4.699 5.666 -0.17 0.09 0.01
H -3.058 -3.110 4.911 -0.18 -0.09 0.19
H -2.350 -3.481 8.036 -0.17 0.07 -0.03
H -2.651 -1.896 7.273 -0.15 -0.13 0.06
H -1.102 -2.226 8.064 0.04 -0.01 0.01
C -1.876 -1.448 0.555 -0.56 0.48 0.38
C -2.547 -1.753 1.686 -0.11 0.17 0.04
C -3.326 -3.005 1.773 0.13 0.29 -0.27
O -3.932 -3.303 2.766 -0.37 -0.24 0.16
C -3.329 -3.893 0.570 0.06 0.31 -0.21
C -2.648 -3.563 -0.545 0.38 0.24 0.05
C -1.878 -2.295 -0.609 -0.50 -0.62 0.54
O -1.246 -1.925 -1.616 -0.49 1.60 -0.58
H -1.282 -0.522 0.479 0.49 -0.26 0.56
H -2.547 -1.113 2.560 0.06 -0.06 0.02
H -3.911 -4.811 0.650 -0.10 0.12 0.02
H -2.642 -4.182 -1.444 -0.29 0.34 -0.18
Cl 2.626 -0.170 2.418 0.19 -0.79 0.84
Be -1.847 -0.141 -1.201 0.46 -1.41 -0.87
N -0.777 4.294 3.507 -0.02 0.36 0.39
O -1.151 4.093 2.335 0.11 -0.42 -0.17
O -1.339 3.718 4.439 0.07 -0.13 -0.22
O 0.166 5.077 3.713 -0.11 -0.34 -0.40
C 6.044 4.490 -3.518 0.14 -0.09 -0.09
C 5.277 4.862 -2.487 0.13 -0.08 -0.48
C 5.846 5.110 -1.126 0.82 0.00 0.24
O 5.094 5.462 -0.232 -0.56 -0.10 -0.09
C 7.270 4.915 -0.931 -0.39 0.06 0.12
C 8.049 4.539 -1.963 -0.14 0.17 0.56
C 7.483 4.313 -3.333 -0.72 0.11 -0.12
O 8.226 3.993 -4.228 0.52 -0.15 -0.10
O 9.339 4.351 -1.826 0.16 -0.14 -0.38
O 3.965 5.036 -2.608 -0.21 -0.05 0.28
H 5.642 4.310 -4.505 -0.01 0.04 -0.01
H 7.666 5.083 0.060 0.06 0.02 -0.02
H 9.670 4.089 -2.707 0.22 -0.01 -0.03
H 3.662 5.312 -1.725 -0.02 0.24 0.08
Al -1.350 -5.809 -0.260 0.74 -1.07 0.11
O -3.607 -5.414 -4.597 -1.89 -1.85 -1.20
P -3.878 -4.600 -5.836 4.08 4.27 1.01
N -2.259 -4.283 -6.300 0.22 0.55 -0.38
C -1.319 -3.584 -5.431 -0.26 0.14 0.29
C -1.621 -5.481 -6.868 -0.43 -0.32 -0.28
N -4.736 -3.308 -5.054 -0.44 0.06 1.19
C -4.088 -2.137 -4.536 0.14 0.62 -0.54
C -5.767 -3.746 -4.108 -0.45 -0.19 -0.45
N -4.447 -3.889 -7.335 -2.01 -2.35 0.26
C -3.805 -2.869 -8.128 0.86 0.02 -0.28
C -5.805 -4.233 -7.769 -0.16 -0.10 0.17
H -0.363 -3.476 -5.940 0.01 -0.25 -0.10
H -1.150 -4.098 -4.476 0.07 -0.02 0.03
H -1.640 -2.563 -5.236 -0.11 -0.06 0.09
H -2.226 -5.879 -7.689 -0.02 -0.01 0.05
H -1.509 -6.270 -6.118 0.05 -0.01 0.00
H -0.642 -5.245 -7.278 -0.03 0.21 0.02
H -3.399 -2.400 -3.710 0.11 0.05 0.02
H -4.819 -1.427 -4.150 -0.22 -0.18 0.03
H -3.544 -1.591 -5.306 0.21 -0.17 0.01
H -5.329 -4.010 -3.138 0.09 -0.04 -0.02
H -6.299 -4.617 -4.487 0.06 -0.09 0.07
H -6.506 -2.960 -3.960 0.10 0.14 -0.06
H -3.273 -2.138 -7.522 0.10 -0.16 0.10
H -4.546 -2.323 -8.712 -0.27 -0.26 0.11
H -3.091 -3.311 -8.831 0.05 0.08 0.04
H -6.517 -3.455 -7.474 0.05 0.07 -0.12
H -6.129 -5.173 -7.320 0.02 -0.01 0.02
H -5.854 -4.362 -8.850 0.08 0.03 0.00
```
Positions in Å, forces in eV/Å.

Mulliken population analysis, charges in e, atoms 1 to 5: -1.142, -0.122, 0.021, 0.179, 0.360

---

[2]
Formula: C12H17NOS
Source: the OMol25 dataset
Level of theory: ωB97M-V with the def2-TZVPD basis set

The highest occupied orbital energy (spin up / spin down) is -7.24 / -7.24 eV. As for the total energy: -995.30794 Eh. The multiplicity is 1. The energy above the lowest of the compared OMol25 structures with the same formula, charge and spin comes out at 239.28 kcal per mole. The value obtained for the LUMO energy (spin up / spin down) is 0.284 / 0.287 eV.

The geometry in XYZ format:
```
32
Properties=species:S:1:pos:R:3:forces:R:3
C 0.565 -1.448 -0.520 0.38 1.85 1.07
C 1.876 2.503 0.294 2.87 -0.51 -0.37
C 0.652 2.791 -0.623 2.30 1.89 0.43
C 1.445 1.275 1.136 -1.05 0.48 1.56
C -1.401 1.355 -1.211 1.27 -0.23 -1.18
C -2.002 -1.246 -0.739 1.19 1.27 -1.72
C 0.130 1.418 -0.876 -2.24 0.18 -0.02
C -1.993 0.262 -0.281 -2.84 0.57 -0.99
C -0.968 -0.019 0.756 1.53 0.18 4.26
C 0.359 0.623 0.373 -0.18 -2.62 -2.54
C -0.833 -1.444 0.277 0.07 0.71 -1.72
C 1.188 -4.458 0.027 0.65 1.77 1.19
N -0.560 -2.524 1.103 -0.05 -1.65 0.57
O 1.765 -2.793 1.996 1.16 0.50 0.12
S 1.061 -2.664 0.734 -2.01 -1.01 0.19
H 2.854 2.222 -0.263 -1.69 0.30 0.44
H 2.241 3.330 0.955 -0.74 -0.43 -0.58
H 0.132 3.491 0.031 -1.27 -0.43 -0.14
H 0.870 3.423 -1.538 0.02 -1.00 0.85
H 2.169 0.521 1.382 0.82 0.11 0.09
H 1.007 1.592 2.127 0.39 -0.11 -0.71
H -1.701 2.385 -1.002 -0.91 -0.34 -0.09
H -1.388 1.172 -2.342 -0.96 0.09 1.59
H -2.978 -1.749 -0.765 0.46 0.00 0.53
H -1.581 -1.213 -1.780 -0.41 -0.81 0.74
H 0.608 1.001 -1.714 1.15 -0.55 -0.83
H -3.050 0.434 0.057 1.14 0.62 0.02
H -1.115 0.125 1.903 -0.44 -0.15 -1.78
H 0.147 -4.643 0.333 0.50 -0.85 -0.76
H 1.436 -4.413 -1.052 -0.46 -0.22 0.79
H 1.953 -4.961 0.691 -0.96 0.48 -0.99
H -0.977 -2.685 2.013 0.30 -0.10 -0.02
```
Positions in Å, forces in eV/Å.

Mulliken population analysis, charges in e, atoms 1 to 5: -0.921, -0.607, -1.027, -0.806, -1.154

---

[3]
Formula: C51H126N6O13
Source: the OMol25 dataset
Level of theory: ωB97M-V with the def2-TZVPD basis set

The highest occupied orbital energy is -7.84 eV. As for the total energy: -3324.85816 Eh. The multiplicity is 1. The energy above the lowest of the compared OMol25 structures with the same formula, charge and spin comes out at 101.25 kcal per mole. The value obtained for the LUMO energy is 0.165 eV.

The geometry in XYZ format:
```
196
Properties=species:S:1:pos:R:3:forces:R:3
C -5.776 2.731 2.847 -0.12 -0.99 -0.01
C -5.239 2.203 1.491 1.00 0.64 0.34
C -3.671 2.260 1.551 -0.49 0.36 0.35
C -3.005 1.267 2.557 -2.28 -0.86 -1.11
C -3.530 -0.197 2.151 0.31 2.64 -1.64
C -5.088 -0.328 1.820 1.29 -0.37 1.25
N -5.621 0.837 1.065 3.25 0.09 0.06
O -6.961 0.722 0.884 -2.34 -0.05 0.43
C -5.194 -1.597 0.983 -0.60 -0.40 -0.71
C -5.792 -0.646 3.152 0.60 -0.03 0.72
C -5.654 3.229 0.399 0.42 -0.86 -0.85
H -6.862 2.802 2.787 0.02 0.63 0.05
H -5.225 3.637 3.099 -0.59 0.36 -0.22
H -5.604 2.082 3.706 0.26 -0.24 -0.18
H -3.313 2.299 0.522 0.34 -1.06 -0.17
H -3.467 3.299 1.813 0.14 0.11 0.60
H -3.416 1.503 3.539 0.46 0.18 0.22
H -1.918 1.337 2.526 -0.09 -0.16 0.18
H -3.129 -0.983 2.791 -0.40 -0.01 0.01
H -3.063 -0.265 1.169 0.15 -0.60 -0.03
H -4.695 -2.453 1.436 0.15 0.17 0.30
H -6.234 -1.910 0.888 -0.23 0.03 0.04
H -4.823 -1.537 -0.040 0.31 0.43 -0.01
H -6.172 0.253 3.637 -0.52 -0.44 -0.13
H -6.451 -1.515 3.136 -0.75 0.57 -0.34
H -5.025 -1.030 3.824 0.21 0.18 0.20
H -6.725 3.242 0.198 0.05 0.06 0.18
H -5.141 2.935 -0.516 -0.30 -0.56 -0.31
H -5.252 4.241 0.447 -0.23 0.13 1.13
H -7.081 0.085 0.176 0.02 0.08 -0.32
C -0.376 5.568 1.055 0.81 -0.18 0.14
C 0.719 4.441 1.200 -0.15 0.16 -0.38
C 0.568 3.410 0.032 -0.06 0.21 -0.18
C 0.937 3.978 -1.308 2.67 1.05 -0.39
C 2.480 4.391 -1.323 -2.10 0.94 0.90
C 2.779 5.342 -0.061 -0.30 0.02 -1.47
N 2.111 4.920 1.192 0.17 -2.51 -2.38
O 2.435 5.694 2.252 0.28 0.82 0.94
C 4.297 5.303 0.126 0.28 0.37 1.28
C 2.300 6.774 -0.499 0.49 -0.08 -0.25
C 0.512 3.691 2.520 -1.27 0.38 -0.18
H -1.293 5.263 1.558 -0.12 -0.04 -0.31
H -0.534 5.851 0.014 -0.36 -0.36 0.03
H -0.081 6.513 1.511 0.23 -0.05 0.39
H 1.213 2.559 0.252 -0.02 -0.17 0.09
H -0.449 3.053 -0.130 -0.32 -0.08 0.93
H 0.425 4.923 -1.490 -0.30 -0.05 0.04
H 0.739 3.379 -2.197 -0.18 -0.47 0.30
H 2.555 5.034 -2.200 0.45 0.04 -0.02
H 3.204 3.590 -1.467 -0.24 -0.26 0.49
H 4.579 6.103 0.811 0.25 0.35 -0.30
H 4.634 4.437 0.695 -0.44 -0.42 -0.13
H 4.914 5.316 -0.772 -0.41 0.35 -0.20
H 1.240 6.818 -0.750 0.03 -0.19 0.06
H 2.501 7.598 0.186 0.03 -0.23 0.53
H 2.842 7.088 -1.391 0.07 -0.17 -0.15
H 0.391 4.347 3.382 0.65 0.18 0.01
H 1.228 2.891 2.705 0.01 0.16 -0.09
H -0.502 3.302 2.429 -0.04 -0.67 0.03
H 2.036 6.548 2.071 -0.16 0.75 0.25
C -1.302 -0.013 7.391 1.28 1.20 -0.69
C 0.153 0.356 6.831 -1.71 1.10 -0.96
C 1.188 0.161 7.941 1.99 -0.89 -2.11
C 2.628 0.039 7.273 0.23 0.25 1.07
C 2.798 -0.901 6.107 -1.26 -0.02 0.59
C 1.635 -0.906 5.069 0.38 -0.20 -0.50
N 0.321 -0.570 5.654 2.99 -0.73 2.83
O -0.699 -0.703 4.761 -0.93 0.81 -0.79
C 2.063 0.020 3.926 -0.67 -0.46 -0.20
C 1.601 -2.368 4.526 -0.95 0.60 -0.84
C 0.217 1.906 6.449 -0.68 -0.21 0.09
H -1.524 0.602 8.263 -0.04 0.08 -0.04
H -1.412 -1.058 7.681 0.28 -0.07 -0.19
H -1.981 0.241 6.577 -0.34 -0.10 0.29
H 1.279 1.002 8.628 -0.69 -0.13 0.06
H 0.915 -0.778 8.423 0.38 0.03 0.42
H 3.386 -0.298 7.981 -0.35 -0.34 0.69
H 3.159 0.953 7.008 -1.09 0.87 -0.12
H 2.897 -1.893 6.547 0.07 -0.24 -0.34
H 3.746 -0.578 5.677 -0.10 -0.56 -0.53
H 2.960 -0.488 3.571 0.23 0.83 -0.34
H 1.327 0.049 3.122 -0.10 -0.30 -0.08
H 2.167 1.068 4.207 0.59 -0.10 0.31
H 1.426 -3.044 5.363 0.34 -0.26 -0.25
H 0.852 -2.535 3.752 -1.08 0.35 0.46
H 2.394 -2.620 3.822 1.16 -0.02 0.98
H 1.205 2.360 6.368 0.35 -0.55 0.24
H -0.309 2.473 7.217 0.04 -0.01 0.29
H -0.265 2.234 5.528 -0.30 -0.68 -0.27
H -1.243 -1.415 5.107 -0.11 -0.25 -0.06
C 2.860 -1.392 -0.833 1.07 0.12 -0.82
C 1.779 -2.381 -0.520 -1.54 0.19 0.27
C 1.220 -1.982 0.833 -1.92 0.81 1.05
C 0.137 -0.789 0.817 0.85 -1.12 -0.25
C -0.952 -1.082 -0.184 0.11 0.45 -1.21
C -0.434 -1.334 -1.603 0.66 -1.23 -0.80
N 0.660 -2.358 -1.468 -2.33 0.05 1.38
O 0.988 -2.886 -2.681 0.91 -0.13 -1.74
C -1.657 -1.880 -2.435 0.90 -0.66 1.23
C 0.094 -0.120 -2.373 -0.67 1.15 0.67
C 2.191 -3.863 -0.386 0.29 1.10 -0.27
H 3.645 -1.343 -0.079 -0.12 -0.24 0.10
H 2.424 -0.397 -0.926 0.01 0.06 0.01
H 3.369 -1.630 -1.767 -0.04 0.04 -0.22
H 0.750 -2.863 1.271 -0.45 -0.04 0.00
H 2.037 -1.770 1.522 0.11 0.35 -0.10
H 0.631 0.151 0.569 0.05 0.13 0.12
H -0.412 -0.677 1.753 0.64 -0.01 0.48
H -1.655 -0.261 -0.330 0.03 0.45 0.43
H -1.578 -1.903 0.167 0.18 -0.37 -0.17
H -1.829 -2.887 -2.055 -0.13 -0.28 -0.30
H -2.545 -1.320 -2.142 0.02 0.32 -0.20
H -1.532 -1.880 -3.518 0.14 0.02 0.16
H -0.670 0.309 -3.021 -0.09 -0.33 -0.43
H 0.214 0.717 -1.685 0.78 0.11 0.22
H 0.998 -0.316 -2.950 -0.09 -0.04 0.16
H 1.303 -4.491 -0.312 -0.04 0.13 0.23
H 2.745 -3.873 0.553 0.43 -0.66 -0.21
H 2.758 -4.172 -1.264 0.32 -0.12 0.32
H 0.845 -3.829 -2.578 -0.03 -0.06 -0.40
C -0.306 -1.939 -6.601 -1.08 1.16 0.40
C -0.518 -0.411 -6.928 3.28 -2.48 -0.13
C 0.670 0.383 -6.315 -2.66 -0.44 1.70
O 0.355 1.727 -6.540 0.43 1.39 -0.88
C -0.606 2.340 -5.698 1.32 1.46 0.06
N -0.305 -0.241 -8.353 -1.29 0.11 -0.84
H -0.278 -2.071 -5.519 -0.15 -0.06 0.14
H 0.611 -2.402 -6.964 -0.02 0.30 -0.44
H -1.201 -2.423 -6.992 0.27 -0.50 -0.05
H -1.536 -0.147 -6.641 0.29 0.44 0.20
H 1.607 0.044 -6.757 -0.07 0.51 -0.37
H 0.759 0.226 -5.240 0.04 -0.14 0.38
H -1.669 2.135 -5.822 0.14 -1.07 0.27
H -0.586 3.411 -5.900 0.20 0.17 -0.80
H -0.166 2.416 -4.703 -0.72 -0.97 0.69
H -0.177 0.750 -8.504 0.00 0.17 -0.35
H 0.548 -0.700 -8.641 0.07 -0.09 0.05
C -3.550 1.948 -3.176 0.30 0.79 1.20
C -4.705 1.364 -3.889 -2.24 -0.35 0.14
C -5.850 0.861 -2.910 0.09 1.33 -0.66
O -7.118 0.610 -3.623 2.21 -0.36 -0.38
C -6.935 -0.504 -4.559 -0.56 -0.34 2.52
N -5.292 2.316 -4.793 -0.58 0.40 -1.31
H -2.897 2.598 -3.758 0.07 -0.49 -0.51
H -2.960 1.217 -2.622 0.04 0.03 0.00
H -3.991 2.658 -2.476 0.14 0.02 0.52
H -4.449 0.447 -4.421 0.46 0.08 -0.41
H -6.119 1.620 -2.176 0.05 0.28 -0.18
H -5.364 0.084 -2.319 -0.75 -1.06 -0.10
H -6.122 -0.439 -5.281 -0.37 0.48 -0.15
H -7.917 -0.789 -4.937 0.21 0.46 -0.45
H -6.699 -1.270 -3.820 0.37 -0.86 -0.58
H -5.181 3.311 -4.662 0.73 -0.14 0.57
H -6.294 2.197 -4.841 -0.11 -0.33 -0.11
C -0.070 -5.706 3.465 0.00 -1.35 0.13
O -0.805 -5.147 2.404 -0.75 0.61 0.14
H -0.711 -6.256 4.154 -0.31 0.17 0.25
H 0.495 -6.506 2.987 1.07 0.19 0.55
H 0.472 -4.987 4.080 0.27 0.06 -0.58
H -1.595 -5.692 2.403 -0.26 0.34 -0.52
C -0.463 -5.820 -2.857 0.25 1.46 0.83
O 0.229 -5.689 -4.076 0.14 -0.30 -0.17
H -1.347 -5.186 -2.788 -0.78 -0.64 -0.58
H -0.574 -6.822 -2.442 -0.18 -0.08 -0.40
H 0.105 -5.233 -2.135 0.58 -0.61 0.36
H -0.332 -5.903 -4.825 -0.17 -0.05 0.09
C 5.727 -3.935 -1.850 1.29 -0.90 0.27
O 6.270 -3.099 -0.805 -1.25 0.11 -0.67
H 4.858 -4.562 -1.653 -0.37 0.43 0.83
H 5.499 -3.420 -2.783 0.43 0.52 0.31
H 6.519 -4.669 -1.997 -0.01 -0.15 -0.87
H 6.665 -3.691 -0.161 -0.10 0.04 0.16
C 5.005 -0.444 -4.972 0.83 -0.81 0.20
O 5.451 -1.507 -5.862 -0.23 1.60 0.71
H 4.700 -0.850 -4.008 -0.42 -0.21 0.01
H 5.861 0.172 -4.698 0.24 -0.09 -0.44
H 4.242 0.242 -5.339 -0.19 -0.31 -0.44
H 4.734 -2.127 -6.016 -0.10 -0.13 -0.08
C 4.718 0.540 1.614 0.41 1.75 -0.54
O 5.620 1.665 1.816 -0.22 -0.72 0.34
H 4.679 0.360 0.540 0.23 -0.66 0.09
H 5.096 -0.287 2.215 -0.13 0.01 -0.29
H 3.704 0.832 1.887 -0.05 -0.21 0.38
H 5.278 2.423 1.336 -0.12 -0.04 -0.03
C 6.213 -3.952 3.851 0.65 0.10 -0.32
O 5.541 -4.018 2.584 0.44 0.19 0.40
H 5.815 -4.643 4.594 -0.03 0.06 -0.06
H 7.274 -4.148 3.695 -0.05 -0.78 -0.32
H 6.335 -2.952 4.267 -1.05 0.37 0.00
H 4.634 -4.315 2.682 0.04 0.08 0.27
C 3.079 -3.787 -5.181 -2.70 0.91 4.28
O 3.812 -3.789 -6.280 1.62 -0.67 -3.41
H 2.354 -4.575 -4.974 0.27 -0.65 -0.55
H 3.673 -3.689 -4.273 0.37 -0.21 0.23
H 2.423 -2.918 -5.116 -0.03 0.47 -0.32
H 3.813 -4.662 -6.681 0.23 0.13 -0.12
```
Positions in Å, forces in eV/Å.

Mulliken population analysis, charges in e, atoms 1 to 5: -1.886, 1.571, -1.547, -0.587, -0.787